[1]
Entry from the Open Molecules 2025 dataset: 6 unconnected molecules or ions with the total composition C5H22N2O6 in a non-equilibrium geometry (the ωB97M-V functional and the def2-TZVPD basis).

XYZ file:
```
35
Properties=species:S:1:pos:R:3:forces:R:3
C -2.3380 2.7675 0.1894 1.2 0.6 0.9
C -3.1118 1.4912 -0.0734 -1.7 0.4 -0.8
C -2.3543 0.2143 -0.4912 1.1 0.9 0.9
N -0.9288 0.2489 -0.1377 -0.9 -0.5 0.3
C -0.3464 -0.4392 0.8499 0.5 -0.1 -0.5
O 0.8553 -0.2778 1.0886 0.2 -0.3 0.0
C -1.0456 -1.5815 1.5757 0.6 -0.3 -0.1
N -0.6278 -2.8808 1.0156 0.1 0.4 -0.5
H -2.2710 2.9675 1.2655 0.0 -0.2 -0.1
H -1.2972 2.7398 -0.1194 0.1 -0.3 -0.2
H -2.6675 3.7233 -0.2193 -0.7 -0.4 -0.4
H -3.8421 1.6652 -0.8807 0.3 0.1 -0.1
H -3.8186 1.3235 0.7471 0.5 -0.3 0.3
H -2.7673 -0.6416 0.0286 -0.3 -0.2 -0.5
H -2.3672 0.1303 -1.5639 -0.3 -0.4 -0.3
H -0.3163 0.7832 -0.7288 0.2 0.3 0.1
H -0.6193 -1.5600 2.5662 -0.2 0.1 0.5
H -2.1204 -1.5494 1.6226 -0.3 0.2 0.1
H -0.8016 -2.8920 0.0093 -0.2 0.0 0.2
H 0.3835 -2.9042 1.0927 0.1 -0.2 0.1
O 2.4539 1.9420 1.0526 0.1 0.6 -0.1
H 2.3384 0.9840 1.0235 0.0 0.0 0.4
H 3.2248 2.2136 1.5578 0.0 -0.5 0.0
O 1.0168 3.4017 -0.6846 0.1 -0.1 0.4
H 1.6949 3.9420 -1.1001 -0.1 0.0 -0.1
H 1.4845 3.0008 0.0884 -0.2 0.0 -0.5
O 3.4749 -1.4445 1.5269 -0.1 -0.1 -0.2
H 2.6745 -1.2935 0.9939 0.2 -0.1 0.5
H 3.1934 -1.9853 2.2765 0.0 0.2 -0.2
O -1.1340 -1.8815 -2.6047 0.2 -0.2 0.0
H -1.5678 -1.5590 -3.4009 0.0 0.0 0.0
H -0.5919 -2.6271 -2.9000 -0.1 0.2 0.0
O 2.4446 -1.7404 -2.4347 0.0 -0.6 -0.1
H 1.6923 -1.4017 -1.9421 0.2 0.4 -0.1
H 3.0210 -1.0199 -2.6999 -0.3 0.2 0.2
```
Positions in Å, forces in eV/Å.

Results
LUMO energy = 0.316 eV
orbital gap = 9.996 eV
SMILES = CCCNC(=O)CN.O.O.O.O.O
energy relative to the best compared isomer or geometry (same formula, charge and spin) = 43.04 kcal/mol
DFT total energy = -20807.4037 eV



[2]
Entry from the Open Molecules 2025 dataset: 6 unconnected molecules or ions with the total composition C5H22N2O6 in a non-equilibrium geometry (the ωB97M-V functional and the def2-TZVPD basis).

XYZ file:
```
35
Properties=species:S:1:pos:R:3:forces:R:3
C -0.7851 1.0133 2.7616 -1.5 1.1 -1.0
C -0.6927 0.4260 1.3527 -0.6 -2.1 0.1
N -1.9788 -0.2339 0.9607 0.1 -0.1 -0.2
C -0.3644 1.4254 0.2531 1.6 -0.5 -1.1
O -1.2655 1.7646 -0.4959 -0.1 1.1 0.3
N 0.9704 1.7668 -0.0213 -1.6 0.2 1.2
C 1.2626 3.1711 -0.4601 -2.6 -2.2 -0.4
C 1.9579 0.9150 0.6154 1.1 1.6 1.8
H -1.7655 0.5820 3.0861 0.9 0.7 0.4
H -0.8765 2.1319 2.5892 0.3 -1.1 1.2
H 0.0399 0.6430 3.3833 -0.4 0.7 0.0
H 0.0048 -0.4254 1.5573 -0.3 0.7 -1.3
H -1.7545 -0.8436 0.1287 -0.9 1.3 1.0
H -2.7409 0.4806 0.7732 1.6 -1.3 -0.2
H 1.9388 3.0413 -1.2466 1.5 0.4 -1.1
H 1.5837 3.8535 0.3139 0.0 0.0 0.2
H 0.2842 3.3969 -0.9557 0.9 0.7 0.6
H 1.7935 0.9024 1.7759 0.9 0.3 -1.9
H 1.8523 -0.0983 0.2809 0.2 -0.3 -0.2
H 2.9590 1.3455 0.2722 -1.1 -0.9 1.0
O -0.9635 0.3085 -2.8035 0.1 -0.7 -0.9
H -1.7946 0.7427 -3.0201 0.1 0.0 0.1
H -0.6274 0.7792 -2.0479 -0.2 0.6 0.6
O 0.3152 -2.4095 -2.3111 2.2 -2.1 1.1
H 0.4436 -1.8018 -3.0147 -1.7 0.9 -0.7
H -0.4785 -2.6123 -1.8315 -0.9 0.9 -0.7
O -1.3911 -2.6086 2.6398 1.7 -0.6 -1.3
H -1.9348 -1.9316 2.2344 -0.5 0.6 -0.1
H -0.6926 -2.7129 1.9164 -1.2 0.0 1.5
O 0.4643 -2.9382 0.3927 0.4 -0.5 -0.4
H 0.6504 -3.8797 0.3408 -0.4 -0.5 0.7
H 0.9891 -2.7107 -0.3821 0.0 1.1 -0.3
O 2.2761 -0.5776 -1.8920 2.5 1.1 1.2
H 1.5833 -0.0186 -2.1531 -1.6 1.0 -0.6
H 2.0955 -1.4369 -2.1768 -0.6 -1.9 -0.6
```
Positions in Å, forces in eV/Å.

Results
LUMO energy = 0.334 eV
orbital gap = 9.741 eV
SMILES = C[C@@H](N)C(=O)N(C)C.O.O.O.O.O
energy relative to the best compared isomer or geometry (same formula, charge and spin) = 78.48 kcal/mol
DFT total energy = -20805.8668 eV



[3]
Entry from the Open Molecules 2025 dataset: 7 unconnected molecules or ions with the total composition C5H22N2O7 in a non-equilibrium geometry (the ωB97M-V functional and the def2-TZVPD basis).

XYZ file:
```
36
Properties=species:S:1:pos:R:3:forces:R:3
C -1.3716 -1.9824 0.4564 0.1 0.0 0.7
N -1.0200 -0.8806 -0.0623 0.1 -0.6 -0.3
C -0.4987 -0.7853 -1.4195 0.4 0.6 -1.1
C -0.2960 0.6795 -1.7971 -0.4 0.7 0.7
C 0.7452 1.4262 -0.9300 -0.8 -0.5 -1.8
N 2.1080 1.1617 -1.4019 -0.1 -0.8 0.3
C 0.5279 2.8941 -1.1092 1.2 1.9 1.4
O 1.1635 3.6615 -0.4158 0.0 -0.3 -0.2
H -1.4132 -3.0227 0.1199 0.3 0.3 -1.1
H -1.6468 -1.9319 1.4960 -0.4 0.2 0.2
H 0.5190 -1.2096 -1.4741 -0.5 -0.3 0.0
H -1.1329 -1.1862 -2.2427 0.3 -0.5 0.9
H -0.0643 0.8073 -2.8627 0.1 -0.2 0.2
H -1.2560 1.1954 -1.6173 0.2 -0.1 -0.2
H 0.5421 1.1892 0.1088 0.2 -0.1 0.3
H 2.7938 1.3893 -0.6854 -0.2 0.3 -0.1
H 2.2037 0.1501 -1.4857 0.1 0.1 -0.1
H -0.1351 3.3755 -1.8309 -0.4 -0.7 -0.5
O -1.2152 -0.7788 3.2099 0.8 0.1 0.5
H -0.7270 -0.0237 3.5644 -0.4 0.3 0.0
H -0.5716 -1.4745 3.4065 -0.3 -0.2 -0.1
O -1.5554 2.7135 0.5375 -0.1 -0.6 0.4
H -2.2549 2.8968 1.1766 0.0 0.1 -0.2
H -1.3267 1.7870 0.7311 -0.2 0.3 -0.2
O 2.8651 -1.5884 0.6974 0.1 0.9 0.1
H 2.4113 -1.6003 1.5579 0.3 -0.4 -0.7
H 2.7652 -2.4092 0.2045 -0.3 -0.3 0.7
O -4.0614 -0.0847 -0.4185 0.4 -0.3 0.3
H -3.2554 -0.4700 -0.0293 -0.4 0.3 -0.1
H -3.7910 0.1291 -1.3132 -0.1 0.1 -0.2
O 1.4241 -3.5288 -0.6948 0.1 -0.1 -0.1
H 1.0584 -2.6418 -0.6046 -0.1 -0.1 0.1
H 1.8614 -3.5090 -1.5530 -0.1 -0.2 -0.1
O 1.7362 1.0165 2.5218 -0.1 0.3 -0.3
H 1.9849 1.8199 2.0354 0.1 -0.2 0.3
H 0.8832 0.8154 2.1239 -0.1 -0.2 0.0
```
Positions in Å, forces in eV/Å.

Results
LUMO energy = 0.052 eV
orbital gap = 9.494 eV
SMILES = C=NCC[C@@H](N)C=O.O.O.O.O.O.O
energy relative to the best compared isomer or geometry (same formula, charge and spin) = 69.72 kcal/mol
DFT total energy = -22852.8283 eV



[4]
Entry from the Open Molecules 2025 dataset: 6 unconnected molecules or ions with the total composition C5H23NO6S in a non-equilibrium geometry (the ωB97M-V functional and the def2-TZVPD basis).

XYZ file:
```
36
Properties=species:S:1:pos:R:3:forces:R:3
O 1.8033 -0.7950 -2.2385 0.0 0.7 0.2
C 1.4179 0.2456 -1.3065 2.2 -5.4 1.5
N 0.4446 -0.3867 -0.4175 3.0 4.1 2.2
C -0.3363 0.6437 0.2569 -1.3 -1.6 1.5
C -1.5874 0.8829 -0.5435 -1.9 1.5 -1.6
C -1.3139 1.6311 -1.9159 -1.4 -1.2 -0.3
C -0.6702 3.0009 -1.9126 1.5 -0.2 0.3
S -1.4747 4.2640 -0.8387 -0.3 0.6 -3.0
H 2.3861 -1.3423 -1.7138 0.2 -0.5 -0.2
H 0.9961 0.9449 -1.9051 -0.5 2.7 -1.3
H 2.3715 0.4187 -0.6970 -1.5 1.0 -0.8
H -0.0638 -1.1104 -0.7608 -1.7 -2.1 -1.7
H -0.5987 0.2892 1.3229 0.5 0.8 -1.4
H 0.2173 1.5811 0.3603 0.2 -0.2 0.0
H -2.2413 -0.0191 -0.7914 1.3 0.7 0.3
H -2.3542 1.5486 -0.0976 0.7 -0.2 0.6
H -0.6993 0.9522 -2.5794 -1.1 0.7 0.3
H -2.3582 1.8086 -2.3072 1.1 -0.6 -0.2
H 0.4326 2.8800 -1.7964 -0.6 0.5 1.0
H -0.6130 3.3946 -2.9232 -0.8 0.2 -0.2
H -1.1245 3.7813 0.2647 0.8 -1.1 2.5
O -0.7596 -0.2127 3.7848 2.3 -0.1 -0.4
H -1.5975 -0.6251 3.6609 -0.9 -0.7 -0.4
H -0.0773 -0.7786 3.3296 -1.4 0.8 0.7
O 3.5555 0.5790 1.9265 -1.4 -2.3 -0.2
H 2.8932 -0.1715 1.7029 1.6 2.2 0.4
H 3.3078 1.3466 1.4122 -0.3 0.1 -0.2
O 0.5703 -2.5469 1.4956 -1.1 -1.8 0.0
H 0.4443 -3.4963 1.7257 -0.3 0.5 -0.9
H 1.1383 -2.3649 2.2090 1.5 1.2 1.4
O 0.8109 -4.0497 -0.7083 -0.1 -2.3 -0.9
H 0.8636 -3.1931 -0.3909 0.7 2.7 1.8
H 0.2149 -3.8702 -1.4211 -0.7 -0.6 -1.1
O -2.3820 -1.7368 1.2509 -0.8 1.4 -0.9
H -1.8738 -2.3924 1.6817 1.0 -1.0 0.6
H -1.7425 -1.1013 0.8811 -0.4 -0.6 0.4
```
Positions in Å, forces in eV/Å.

Results
LUMO energy = -0.122 eV
orbital gap = 9.154 eV
SMILES = OCNCCCCS.O.O.O.O.O
energy relative to the best compared isomer or geometry (same formula, charge and spin) = 69.13 kcal/mol
DFT total energy = -30166.0958 eV



Copy entry 1 word for word.
Entry from the Open Molecules 2025 dataset: 6 unconnected molecules or ions with the total composition C5H22N2O6 in a non-equilibrium geometry (the ωB97M-V functional and the def2-TZVPD basis).

XYZ file:
```
35
Properties=species:S:1:pos:R:3:forces:R:3
C -2.3380 2.7675 0.1894 1.2 0.6 0.9
C -3.1118 1.4912 -0.0734 -1.7 0.4 -0.8
C -2.3543 0.2143 -0.4912 1.1 0.9 0.9
N -0.9288 0.2489 -0.1377 -0.9 -0.5 0.3
C -0.3464 -0.4392 0.8499 0.5 -0.1 -0.5
O 0.8553 -0.2778 1.0886 0.2 -0.3 0.0
C -1.0456 -1.5815 1.5757 0.6 -0.3 -0.1
N -0.6278 -2.8808 1.0156 0.1 0.4 -0.5
H -2.2710 2.9675 1.2655 0.0 -0.2 -0.1
H -1.2972 2.7398 -0.1194 0.1 -0.3 -0.2
H -2.6675 3.7233 -0.2193 -0.7 -0.4 -0.4
H -3.8421 1.6652 -0.8807 0.3 0.1 -0.1
H -3.8186 1.3235 0.7471 0.5 -0.3 0.3
H -2.7673 -0.6416 0.0286 -0.3 -0.2 -0.5
H -2.3672 0.1303 -1.5639 -0.3 -0.4 -0.3
H -0.3163 0.7832 -0.7288 0.2 0.3 0.1
H -0.6193 -1.5600 2.5662 -0.2 0.1 0.5
H -2.1204 -1.5494 1.6226 -0.3 0.2 0.1
H -0.8016 -2.8920 0.0093 -0.2 0.0 0.2
H 0.3835 -2.9042 1.0927 0.1 -0.2 0.1
O 2.4539 1.9420 1.0526 0.1 0.6 -0.1
H 2.3384 0.9840 1.0235 0.0 0.0 0.4
H 3.2248 2.2136 1.5578 0.0 -0.5 0.0
O 1.0168 3.4017 -0.6846 0.1 -0.1 0.4
H 1.6949 3.9420 -1.1001 -0.1 0.0 -0.1
H 1.4845 3.0008 0.0884 -0.2 0.0 -0.5
O 3.4749 -1.4445 1.5269 -0.1 -0.1 -0.2
H 2.6745 -1.2935 0.9939 0.2 -0.1 0.5
H 3.1934 -1.9853 2.2765 0.0 0.2 -0.2
O -1.1340 -1.8815 -2.6047 0.2 -0.2 0.0
H -1.5678 -1.5590 -3.4009 0.0 0.0 0.0
H -0.5919 -2.6271 -2.9000 -0.1 0.2 0.0
O 2.4446 -1.7404 -2.4347 0.0 -0.6 -0.1
H 1.6923 -1.4017 -1.9421 0.2 0.4 -0.1
H 3.0210 -1.0199 -2.6999 -0.3 0.2 0.2
```
Positions in Å, forces in eV/Å.

Results
LUMO energy = 0.316 eV
orbital gap = 9.996 eV
SMILES = CCCNC(=O)CN.O.O.O.O.O
energy relative to the best compared isomer or geometry (same formula, charge and spin) = 43.04 kcal/mol
DFT total energy = -20807.4037 eV



Which value of energy relative to the best compared isomer or geometry (same formula, charge and spin) does entry 4 give?
69.13 kcal/mol



The highest orbital gap belongs to which entry?
number 1



What is the energy relative to the best compared isomer or geometry (same formula, charge and spin) in the first record?
43.04 kcal/mol